# 1
The following is a quantum chemistry calculation of C34H79Hg2N7O11 as an isolated structure in a non-equilibrium geometry, from the OMol25 dataset.

As for the HOMO energy (spin up / spin down): -13.92 / -13.92 eV. The orbital gap (spin up / spin down) comes out at 4.03 / 2.49 eV.

```
! RIJCOSX wB97M-V def2-TZVPD def2/J DEFGRID3
* xyz 3 2
Hg -1.379 -1.918 4.213
Hg 0.895 -1.330 -4.120
C 2.018 -1.363 1.486
C 0.785 -1.575 2.212
C -0.648 -1.581 1.413
O -1.714 -1.688 2.017
C -0.530 -1.274 0.025
C 0.682 -1.093 -0.618
C 1.964 -1.258 0.159
O 3.126 -1.483 -0.432
O 0.611 -0.770 -1.857
O 0.729 -1.730 3.456
H 2.952 -1.397 2.028
H -1.410 -1.140 -0.588
C -4.797 5.646 -1.774
C -5.113 4.154 -1.431
C -4.051 3.290 -0.654
O -2.693 3.308 -1.081
C -1.854 2.556 -0.323
N -6.487 4.027 -0.949
H -4.957 6.296 -0.914
H -5.423 6.031 -2.579
H -3.732 5.720 -1.994
H -5.293 3.791 -2.443
H -4.496 2.297 -0.586
H -3.920 3.610 0.379
H -2.045 2.723 0.738
H -0.790 2.753 -0.455
H -2.307 1.572 -0.434
H -7.254 4.457 -1.446
H -6.771 3.058 -0.961
C 1.225 1.314 -6.778
C 1.511 1.688 -5.240
C 0.185 1.735 -4.442
O -0.397 0.453 -4.614
C -1.762 0.549 -4.386
N 2.294 0.586 -4.745
H 0.770 2.113 -7.364
H 0.582 0.441 -6.887
H 2.175 1.052 -7.245
H 2.003 2.660 -5.214
H -0.392 2.648 -4.588
H 0.449 1.775 -3.385
H -2.226 -0.436 -4.333
H -2.292 0.982 -5.234
H -1.989 1.083 -3.463
H 2.850 0.918 -3.970
H 3.045 0.519 -5.418
C 4.533 -0.431 4.695
C 4.342 -1.648 5.718
C 3.510 -1.246 6.952
O 4.045 -0.175 7.654
C 5.079 -0.599 8.602
N 3.703 -2.721 4.900
H 5.190 -0.817 3.916
H 4.848 0.464 5.232
H 3.521 -0.400 4.290
H 5.308 -2.038 6.037
H 3.182 -2.043 7.619
H 2.610 -0.787 6.545
H 4.884 -1.530 9.136
H 5.104 0.136 9.407
H 6.042 -0.632 8.092
H 4.081 -2.702 3.963
H 2.762 -2.549 4.576
C 4.907 -3.383 -3.331
C 3.530 -3.120 -3.876
C 2.491 -4.122 -3.269
O 1.203 -3.684 -3.597
C 0.095 -4.370 -2.972
N 3.226 -1.772 -3.338
H 4.989 -3.292 -2.248
H 5.621 -2.627 -3.656
H 5.391 -4.350 -3.473
H 3.628 -3.119 -4.961
H 2.575 -4.073 -2.184
H 2.547 -5.130 -3.683
H 0.195 -5.449 -3.084
H -0.810 -4.186 -3.550
H 0.023 -4.036 -1.937
H 3.960 -1.160 -3.664
H 3.200 -1.676 -2.333
C -4.821 0.835 4.104
C -3.520 0.086 3.945
C -2.311 1.021 4.309
O -1.108 0.426 4.100
C 0.099 1.212 4.269
N -3.458 -1.087 4.818
H -4.712 1.674 3.417
H -5.094 1.146 5.112
H -5.634 0.237 3.693
H -3.346 -0.219 2.913
H -2.513 1.102 5.377
H -2.494 2.025 3.923
H 0.981 0.574 4.322
H 0.110 1.633 5.275
H 0.227 2.025 3.555
H -4.203 -1.677 4.475
H -3.847 -0.822 5.712
C 3.094 2.795 -0.046
C 2.995 2.637 -1.538
C 3.634 3.705 -2.557
O 5.001 3.469 -2.646
C 5.816 4.161 -3.563
N 3.584 1.335 -1.880
H 2.632 3.737 0.248
H 4.118 2.913 0.309
H 2.608 1.968 0.472
H 1.939 2.563 -1.800
H 3.379 4.735 -2.307
H 3.306 3.625 -3.593
H 6.862 3.875 -3.448
H 5.640 5.236 -3.592
H 5.458 3.876 -4.552
H 4.572 1.439 -1.700
H 3.179 0.610 -1.305
C -4.022 -4.039 -1.266
C -4.551 -3.268 -0.034
C -6.124 -3.139 0.063
O -6.490 -2.341 1.138
C -6.146 -1.021 1.054
N -4.018 -4.074 1.022
H -4.339 -3.508 -2.164
H -4.359 -5.076 -1.276
H -2.937 -4.024 -1.370
H -4.065 -2.294 0.025
H -6.493 -4.143 0.268
H -6.602 -2.665 -0.795
H -5.175 -0.983 1.548
H -6.886 -0.567 1.713
H -6.081 -0.661 0.028
H -4.495 -3.724 1.841
H -3.034 -3.845 1.024
*
```

# 2
The following is a quantum chemistry calculation of a 6-piece molecular cluster, C34H80F3N5O7S overall in a non-equilibrium geometry, from the OMol25 dataset.

As for the HOMO energy (spin up / spin down): -19.82 / -19.82 eV. The orbital gap (spin up / spin down) comes out at 8.99 / 2.70 eV.

```
! RIJCOSX wB97M-V def2-TZVPD def2/J DEFGRID3
* xyz 5 2
C -1.086 -9.458 -28.028
F -1.768 -8.301 -27.975
F -1.744 -10.518 -27.559
F -0.676 -9.753 -29.250
S 0.529 -9.244 -26.956
O 0.061 -9.510 -25.602
O 1.502 -10.250 -27.382
O 0.987 -7.909 -27.302
C 6.762 -14.552 -26.288
C 7.658 -13.262 -26.491
N 6.922 -11.906 -26.276
C 6.164 -11.962 -24.921
C 7.998 -10.781 -26.188
C 9.142 -10.930 -25.082
C 5.928 -11.649 -27.447
C 4.712 -10.774 -27.081
O 5.002 -9.505 -26.564
C 3.933 -8.598 -26.448
H 7.246 -15.528 -26.312
H 5.947 -14.483 -27.009
H 6.387 -14.666 -25.271
H 7.944 -13.178 -27.539
H 8.485 -13.368 -25.789
H 6.688 -12.535 -24.156
H 5.252 -12.519 -25.135
H 5.960 -10.971 -24.517
H 7.430 -9.854 -26.259
H 8.462 -10.882 -27.169
H 8.705 -11.043 -24.090
H 9.674 -9.981 -25.012
H 9.821 -11.783 -25.091
H 5.587 -12.656 -27.690
H 6.433 -11.243 -28.323
H 4.053 -11.235 -26.345
H 4.100 -10.557 -27.957
H 4.181 -7.676 -25.922
H 3.186 -8.979 -25.752
H 3.440 -8.404 -27.401
C -2.405 -12.729 -30.706
C -1.606 -14.057 -30.739
N -0.754 -14.279 -29.458
C 0.215 -15.471 -29.713
C 0.207 -13.067 -29.143
C 1.170 -12.672 -30.281
C -1.654 -14.449 -28.222
C -2.507 -15.709 -28.106
O -3.425 -15.701 -29.225
C -4.075 -16.932 -29.408
H -1.815 -11.861 -30.415
H -3.229 -12.745 -29.993
H -2.950 -12.474 -31.616
H -0.831 -14.001 -31.503
H -2.206 -14.909 -31.059
H 0.770 -15.501 -28.776
H 0.796 -15.368 -30.630
H -0.462 -16.322 -29.796
H 0.829 -13.318 -28.285
H -0.460 -12.324 -28.707
H 0.641 -12.316 -31.165
H 1.964 -13.335 -30.627
H 1.691 -11.811 -29.862
H -2.228 -13.549 -28.002
H -1.005 -14.484 -27.347
H -3.026 -15.760 -27.149
H -1.883 -16.601 -28.062
H -3.437 -17.775 -29.143
H -4.480 -16.919 -30.420
H -4.907 -16.959 -28.704
C 3.796 -7.216 -29.837
C 2.640 -6.201 -29.894
O 2.495 -5.460 -28.973
N 1.764 -6.298 -31.140
H 1.529 -5.363 -31.442
H 2.228 -6.755 -31.912
C 0.535 -7.086 -30.695
H 3.428 -8.168 -29.455
H 4.622 -6.850 -29.227
H 4.210 -7.302 -30.842
H -0.198 -6.737 -31.422
H 0.154 -6.871 -29.697
H 0.757 -8.128 -30.925
C 0.033 -10.278 -21.495
C 0.896 -10.731 -22.722
O 2.103 -10.433 -22.841
N 0.190 -11.610 -23.817
H -0.759 -11.880 -23.597
H 0.053 -10.959 -24.577
C 1.136 -12.678 -24.452
H 0.761 -9.730 -20.897
H -0.494 -10.974 -20.843
H -0.769 -9.633 -21.856
H 2.011 -12.116 -24.779
H 0.566 -13.085 -25.286
H 1.392 -13.414 -23.690
C 2.588 -7.092 -22.100
C 1.275 -6.230 -22.242
C 0.298 -6.795 -23.280
C -1.068 -6.082 -23.152
N -2.116 -6.425 -24.226
C -3.354 -5.539 -23.982
C -4.251 -6.254 -22.980
C -3.736 -7.773 -22.956
C -2.635 -7.869 -24.084
C -1.490 -6.202 -25.659
C -0.892 -4.829 -25.855
C -0.681 -4.486 -27.356
H 2.363 -8.157 -22.042
H 3.040 -6.792 -21.155
H 3.369 -6.988 -22.853
H 1.531 -5.202 -22.499
H 0.780 -6.095 -21.281
H -0.034 -7.795 -23.000
H 0.642 -6.690 -24.309
H -0.981 -4.996 -23.149
H -1.374 -6.441 -22.169
H -3.818 -5.484 -24.967
H -2.977 -4.573 -23.647
H -5.281 -6.189 -23.331
H -4.153 -5.786 -22.000
H -4.574 -8.389 -23.282
H -3.534 -8.064 -21.925
H -3.155 -8.149 -25.000
H -1.880 -8.656 -24.076
H -2.230 -6.547 -26.381
H -0.735 -6.966 -25.844
H 0.147 -4.873 -25.529
H -1.562 -4.165 -25.310
H -0.299 -3.502 -27.627
H -1.594 -4.564 -27.945
H 0.081 -5.131 -27.795
*
```

# 3
The following is a quantum chemistry calculation of a 3-piece molecular cluster, C34H82BN9O4P3S2 overall in a non-equilibrium geometry, from the OMol25 dataset.

As for the HOMO energy: -9.33 eV. The orbital gap comes out at 6.69 eV.

```
! RIJCOSX wB97M-V def2-TZVPD def2/J DEFGRID3
* xyz 1 1
C 2.751 -2.591 2.433
C 1.316 -2.769 1.857
C 1.125 -1.842 0.626
C -0.285 -1.219 0.632
C -0.521 -0.160 1.725
C 0.517 0.980 1.771
C 0.873 1.615 0.411
C 0.221 2.987 0.122
C -1.329 3.025 0.279
C -1.995 3.213 -1.104
C -1.914 1.874 -1.889
C -0.952 1.988 -3.102
C -1.229 0.841 -4.086
C 0.059 0.280 -4.718
C 0.980 -0.297 -3.626
C 2.242 -0.929 -4.263
N 2.881 -2.006 -3.405
C 2.039 -3.252 -3.193
C 0.989 -3.526 -4.279
S 0.231 -5.144 -3.895
C -0.845 -4.739 -2.579
N -2.034 -5.127 -2.482
N -2.615 -4.670 -1.314
C -1.634 -3.993 -0.757
O -0.530 -3.980 -1.484
P 3.105 -1.285 -1.745
S 4.145 -2.478 -0.648
B 4.308 -2.281 -3.924
O 4.550 -3.441 -4.548
C 5.502 -1.241 -3.793
C 6.690 -1.773 -2.914
H 3.396 -3.295 1.897
H 3.120 -1.582 2.229
H 2.807 -2.791 3.505
H 1.222 -3.811 1.534
H 0.547 -2.598 2.614
H 1.223 -2.476 -0.273
H 1.900 -1.070 0.544
H -1.025 -2.026 0.709
H -0.472 -0.745 -0.346
H -1.548 0.206 1.617
H -0.504 -0.688 2.688
H 1.404 0.632 2.309
H 0.084 1.774 2.392
H 1.960 1.789 0.426
H 0.686 0.963 -0.454
H 0.706 3.802 0.680
H 0.432 3.207 -0.935
H -1.741 2.100 0.689
H -1.584 3.846 0.956
H -1.452 4.010 -1.621
H -3.050 3.455 -0.945
H -2.886 1.518 -2.238
H -1.457 1.155 -1.197
H -1.081 2.967 -3.573
H 0.060 1.965 -2.682
H -1.745 -0.010 -3.623
H -1.868 1.237 -4.882
H 0.591 1.129 -5.176
H -0.144 -0.422 -5.535
H 1.300 0.548 -3.014
H 0.438 -1.068 -3.067
H 2.084 -1.231 -5.300
H 2.974 -0.112 -4.310
H 2.656 -4.146 -3.099
H 1.528 -3.152 -2.229
H 1.370 -3.499 -5.301
H 0.159 -2.813 -4.243
H -1.846 -3.503 0.183
H 1.820 -1.203 -1.168
H 3.638 0.009 -1.879
H 5.508 -3.537 -4.659
H 5.904 -1.116 -4.810
H 5.172 -0.241 -3.492
H 6.434 -2.781 -2.573
H 7.648 -1.746 -3.428
H 6.739 -1.177 -2.000
O 1.379 6.384 0.892
P 2.026 7.726 1.161
N 0.646 8.736 0.930
C 0.165 9.198 -0.353
C -0.452 8.434 1.841
N 3.179 7.648 -0.128
C 3.144 8.463 -1.319
C 3.687 6.316 -0.441
N 2.910 9.042 1.819
C 2.470 10.412 2.022
C 4.324 8.841 2.122
H -0.614 9.950 -0.206
H -0.247 8.388 -0.972
H 0.936 9.723 -0.913
H -0.114 8.522 2.880
H -0.846 7.421 1.695
H -1.273 9.140 1.716
H 2.305 8.206 -1.978
H 4.065 8.336 -1.894
H 3.107 9.527 -1.072
H 3.006 5.760 -1.101
H 3.830 5.734 0.467
H 4.663 6.392 -0.928
H 2.433 10.956 1.075
H 3.157 10.944 2.684
H 1.499 10.471 2.507
H 4.954 9.299 1.355
H 4.570 7.781 2.175
H 4.586 9.268 3.093
O -3.187 -5.970 4.667
P -4.435 -5.883 3.817
N -5.527 -6.727 4.853
C -5.652 -8.167 4.925
C -5.679 -6.106 6.163
N -3.805 -6.745 2.455
C -4.223 -8.064 2.042
C -2.381 -6.565 2.199
N -5.739 -5.360 2.828
C -7.158 -5.634 2.985
C -5.425 -4.643 1.596
H -6.523 -8.431 5.530
H -4.767 -8.652 5.360
H -5.864 -8.607 3.952
H -6.021 -5.070 6.051
H -4.742 -6.095 6.730
H -6.432 -6.622 6.759
H -3.911 -8.843 2.748
H -3.793 -8.312 1.067
H -5.305 -8.111 1.895
H -1.772 -7.228 2.827
H -2.090 -5.533 2.398
H -2.149 -6.761 1.148
H -7.394 -6.660 2.692
H -7.753 -4.965 2.358
H -7.505 -5.463 4.000
H -5.530 -5.297 0.726
H -4.404 -4.262 1.611
H -6.078 -3.776 1.463
*
```